The following is a quantum chemistry calculation of a 2-piece molecular cluster, C2H8NO2 overall, from the Open Molecules 2025 dataset.

Values from the calculation:
LUMO level in hartree: -0.142
Orbital gap in eV: 12.7
Charge: +1
Energy above the lowest of the compared OMol25 structures with the same formula, charge and spin in kcal per mole: 16.90
Max |F| in Eh/bohr: 0.07509
Total energy in eV: -7782.2258

Cartesian coordinates (Å):
C 0.675 1.158 -0.421
C 0.992 -0.216 0.030
N 2.231 -0.626 0.404
O 0.067 -1.050 0.025
O -2.516 -0.984 0.015
H 0.236 1.833 0.248
H 1.530 1.599 -0.833
H -0.173 0.923 -1.149
H 2.235 -1.539 0.691
H -2.606 -1.060 0.963
H 3.173 -0.193 0.142
H -0.831 -0.761 -0.081
H -3.363 -0.566 -0.222